[1]
The following is a quantum chemistry calculation of a 2-piece molecular cluster, C10H16O overall at a distorted geometry, from the Open Molecules 2025 dataset.

Charge = 0
Energy relative to the best compared isomer or geometry (same formula, charge and spin) = 54.97 kcal per mole
SMILES = Cc1ccc(O)cc1.CCC

Element x y z (Å)
O -1.430 -1.842 1.282
C -1.276 0.406 0.533
C 0.706 3.459 1.603
C 0.868 -1.539 -2.063
C -0.716 1.658 0.608
C 0.542 -3.042 -1.925
C 0.051 2.071 1.713
C 0.253 1.173 2.765
C -0.280 -0.145 2.630
C -0.982 -0.554 1.541
C -0.207 -0.613 -2.701
H -0.077 -0.472 -3.770
H -1.906 0.138 -0.333
H 1.153 3.702 2.552
H 0.151 4.239 1.122
H 0.196 0.372 -2.374
H 1.782 -1.449 -2.662
H 1.634 3.240 1.080
H -1.053 -0.541 -2.037
H -0.513 -3.218 -2.146
H 0.583 -3.410 -0.913
H -0.035 -0.948 3.349
H 1.183 -0.948 -1.168
H -0.791 2.427 -0.145
H -2.011 -1.717 0.517
H 1.104 -3.780 -2.492
H 1.070 1.334 3.433


[2]
The following is a quantum chemistry calculation of a 5-piece molecular cluster, C2H14N2O4 overall at a distorted geometry, from the Open Molecules 2025 dataset.

Charge = 0
Energy relative to the best compared isomer or geometry (same formula, charge and spin) = 53.96 kcal per mole
SMILES = C/N=C\N.O.O.O.O

Element x y z (Å)
O -1.602 -1.606 -1.825
O -2.298 1.640 -1.180
O -2.227 0.610 2.837
O 2.299 -0.305 2.960
N 0.684 0.999 0.392
N 0.896 -1.203 -0.558
C 1.890 -0.708 -1.522
C 0.296 -0.362 0.251
H -2.156 -0.234 2.464
H -1.615 -1.488 -2.764
H 2.838 -1.075 -1.228
H 1.368 -0.007 2.953
H -0.065 1.774 0.583
H -1.412 1.481 -1.294
H 1.644 -1.182 -2.478
H -0.361 -0.850 0.976
H -2.489 1.334 2.212
H 2.330 0.005 2.060
H 1.856 0.407 -1.494
H -2.657 0.902 -1.630
H 1.492 1.560 -0.068
H -0.714 -1.691 -1.648


[3]
The following is a quantum chemistry calculation of C2H5N5O as an isolated structure at a distorted geometry, from the Open Molecules 2025 dataset.

Charge = 0
Energy relative to the best compared isomer or geometry (same formula, charge and spin) = 154.86 kcal per mole

Element x y z (Å)
O -0.650 -1.041 0.459
N -0.205 1.107 -0.334
N -1.689 -0.900 -0.414
N 2.621 0.209 0.153
N 1.482 -0.482 -0.085
N -1.470 1.355 0.157
C -2.251 0.352 0.107
C 0.190 0.026 0.056
H 2.019 -1.367 -0.502
H 2.487 1.023 0.999
H -2.378 -1.719 -0.232
H 3.126 0.905 -0.827
H -3.283 0.532 0.463


no.,E_tot (Eh)
1,-465.81021
2,-494.99592
3,-427.97635